1.
195
Properties=species:S:1:pos:R:3:lowdin_charge:R:1 method="wB97M-V/def2-TZVPD" gap_ev=8.63 homo_ev=-8.27 de_lowest_kj_mol=0.0 fmax_ha_per_bohr=0.044 lumo_ha=0.0132 e_tot_ha=-3410.8929
C 0.54829 -3.87961 -3.60725 -0.04
C 1.69801 -3.93589 -4.62399 -0.41
C 1.33674 -4.52735 -5.97411 -0.21
O 2.51882 -4.72796 -6.71415 -0.18
C 2.27701 -5.38056 -7.92886 -0.12
N 2.25573 -2.57591 -4.74594 0.06
H 0.87982 -3.58388 -2.61223 0.05
H 0.16041 -4.88760 -3.43890 0.09
H -0.23354 -3.21182 -3.97178 0.08
H 2.44395 -4.60204 -4.16394 0.14
H 0.63340 -3.86984 -6.50389 0.13
H 0.81606 -5.48731 -5.86768 0.13
H 3.20196 -5.58468 -8.46535 0.09
H 1.59119 -4.81328 -8.56591 0.09
H 1.84074 -6.37524 -7.75838 0.09
H 3.20896 -2.70131 -5.08945 0.09
H 2.43243 -2.32647 -3.77112 0.05
C -1.52350 3.34778 -4.97423 -0.07
C -0.35165 3.90704 -4.14449 -0.38
C -0.68651 3.99505 -2.65584 -0.20
O -1.34551 5.23873 -2.47478 -0.18
C -1.38964 5.58945 -1.08715 -0.10
N 0.83368 3.09802 -4.53281 0.05
H -1.88536 2.41901 -4.52491 0.05
H -1.21584 3.15500 -6.00274 0.07
H -2.39801 4.00072 -5.04941 0.08
H -0.08644 4.85986 -4.60686 0.13
H 0.26892 3.94285 -2.10677 0.11
H -1.24374 3.14930 -2.24155 0.09
H -0.49929 6.17573 -0.85932 0.09
H -1.53756 4.76042 -0.39019 0.07
H -2.29503 6.19699 -1.01047 0.09
H 0.71451 2.12727 -4.22203 0.05
H 1.53712 3.33939 -3.81725 0.03
C 1.45086 3.76571 2.13582 -0.05
C 0.64192 3.31280 3.35152 -0.38
C -0.84562 3.67593 3.23400 -0.20
O -0.91758 5.07209 3.09114 -0.19
C -2.20519 5.58484 2.90595 -0.12
N 0.76901 1.84745 3.46390 0.03
H 2.50029 3.90920 2.40514 0.08
H 1.10117 4.74066 1.76949 0.07
H 1.42895 3.12679 1.25208 0.05
H 1.02007 3.75120 4.27496 0.14
H -1.41728 3.37014 4.11879 0.13
H -1.21984 3.12051 2.35854 0.12
H -2.21220 6.67502 2.89198 0.09
H -2.92074 5.26451 3.67108 0.09
H -2.54998 5.29858 1.90406 0.07
H 0.53493 1.33366 2.61504 0.04
H 1.77199 1.66207 3.59145 0.03
C -3.30693 -3.05715 -2.15239 -0.05
C -4.30294 -1.92051 -2.08846 -0.41
C -4.65511 -1.53271 -0.66607 -0.21
O -5.46285 -2.50536 -0.04125 -0.17
C -5.57042 -2.33633 1.34981 -0.12
N -3.67439 -0.71845 -2.67237 0.06
H -2.33828 -2.79709 -1.71965 0.07
H -3.19592 -3.38272 -3.18668 0.08
H -3.64852 -3.88053 -1.51863 0.07
H -5.23113 -2.18441 -2.60823 0.15
H -5.15261 -0.55536 -0.63735 0.11
H -3.70578 -1.41373 -0.12158 0.12
H -6.06424 -3.20815 1.77741 0.09
H -6.14153 -1.41179 1.50184 0.09
H -4.59977 -2.27148 1.85473 0.07
H -4.35801 0.03191 -2.60224 0.04
H -3.52533 -0.89045 -3.66813 0.06
C 3.53033 0.25359 1.49923 -0.05
C 3.47785 -0.52698 2.82081 -0.38
C 4.70272 -1.42858 2.94946 -0.22
O 5.84303 -0.60926 2.96534 -0.19
C 7.04143 -1.35364 3.09116 -0.09
N 3.40576 0.49186 3.89357 0.05
H 2.58863 0.78668 1.34236 0.05
H 3.57627 -0.37010 0.60294 0.06
H 4.34450 0.97708 1.51927 0.09
H 2.55163 -1.10796 2.80916 0.13
H 4.70555 -2.08980 2.06978 0.11
H 4.63223 -2.11871 3.80070 0.13
H 7.03224 -2.17987 2.36831 0.09
H 7.06226 -1.88647 4.04984 0.09
H 7.87823 -0.68016 2.95279 0.09
H 3.63628 -0.03970 4.73592 0.07
H 4.22713 1.07887 3.75235 0.09
C 1.20578 0.11542 -1.65206 -0.03
C -0.29278 -0.02813 -1.49033 -0.41
C -0.80153 0.73012 -0.28521 -0.18
O -0.06495 0.51444 0.92095 -0.25
C -0.18798 -0.82598 1.41041 -0.07
N -0.89206 0.58108 -2.69659 0.07
H 1.74973 0.03341 -0.70560 0.06
H 1.53449 1.00557 -2.18757 0.07
H 1.62091 -0.71659 -2.23142 0.06
H -0.59440 -1.08124 -1.42121 0.12
H -1.86223 0.55715 -0.06175 0.11
H -0.69882 1.80030 -0.49072 0.11
H 0.41914 -1.00723 2.29570 0.07
H 0.20497 -1.49253 0.63888 0.08
H -1.23695 -1.03106 1.62217 0.08
H -0.47583 0.08914 -3.48218 0.04
H -1.89759 0.36844 -2.69122 0.04
C 1.74934 0.87558 7.21926 -0.05
C 1.42530 -0.48114 6.60542 -0.42
C 0.96955 -1.57124 7.55535 -0.22
O 1.99621 -1.83733 8.47970 -0.19
C 1.58793 -2.65306 9.56219 -0.10
N 0.41985 -0.31300 5.54399 0.04
H 0.87232 1.20878 7.78486 0.08
H 1.95245 1.67544 6.50810 0.07
H 2.63473 0.79336 7.85723 0.08
H 2.33808 -0.83912 6.11122 0.12
H 0.57826 -2.44608 7.02737 0.11
H 0.12691 -1.17487 8.15177 0.12
H 0.80277 -2.13232 10.11921 0.09
H 2.48329 -2.88427 10.12688 0.09
H 1.12048 -3.58270 9.21763 0.09
H 0.73047 0.41655 4.90022 0.02
H -0.42677 0.09375 5.94046 0.08
C 2.97606 6.00786 -4.59821 -0.06
C 4.08094 5.00354 -4.32044 -0.42
C 4.13946 4.55219 -2.85711 -0.20
O 3.05626 3.70112 -2.49998 -0.23
C 3.06715 3.35776 -1.12936 -0.11
N 3.88066 3.87086 -5.25915 0.04
H 2.78090 6.08956 -5.66345 0.08
H 3.17980 6.98845 -4.16091 0.08
H 2.08022 5.67790 -4.06393 0.06
H 5.08450 5.38591 -4.52956 0.13
H 4.11956 5.41791 -2.18333 0.12
H 5.06107 3.98389 -2.67362 0.12
H 3.88360 2.65435 -0.93218 0.09
H 2.10118 2.91582 -0.89866 0.06
H 3.23215 4.22057 -0.47483 0.09
H 4.34642 3.06935 -4.84043 0.07
H 2.88637 3.65213 -5.28132 0.03
C -1.88982 -4.11608 5.48421 -0.05
C -2.38555 -2.78751 4.91795 -0.42
C -2.74830 -1.79306 6.03876 -0.19
O -3.36240 -0.62724 5.53596 -0.18
C -4.61816 -0.74931 4.92835 -0.11
N -1.38105 -2.22009 4.00911 0.05
H -2.68142 -4.52549 6.12105 0.08
H -0.97095 -3.99417 6.05399 0.07
H -1.82331 -4.86218 4.69262 0.07
H -3.28792 -3.04889 4.35924 0.11
H -1.85341 -1.51024 6.58655 0.10
H -3.43194 -2.27637 6.75074 0.13
H -4.83515 -1.72965 4.49956 0.07
H -4.72410 -0.01451 4.12819 0.07
H -5.40303 -0.49940 5.65232 0.09
H -0.59379 -1.81682 4.55031 0.05
H -1.75001 -1.31662 3.69915 0.07
C -2.19285 -4.76868 1.65222 -0.13
O -0.90902 -4.24647 1.98366 -0.17
H -2.15446 -5.83991 1.43388 0.08
H -2.83909 -4.67348 2.52431 0.07
H -2.58372 -4.33143 0.73252 0.07
H -1.08470 -3.53231 2.63947 0.03
C 4.60953 -2.57941 -1.16658 -0.15
O 4.02620 -1.91282 -2.27383 -0.12
H 4.25672 -3.60230 -1.02234 0.06
H 5.70283 -2.66272 -1.19579 0.09
H 4.43931 -1.94560 -0.29546 0.05
H 4.57854 -2.10314 -3.03946 0.08
C -3.23080 0.29874 -6.43485 -0.16
O -2.71179 -0.53167 -5.42938 -0.14
H -4.24201 -0.04872 -6.66778 0.08
H -3.33822 1.33996 -6.11465 0.06
H -2.69425 0.29620 -7.38793 0.08
H -1.75873 -0.70190 -5.51798 0.04
C -4.71129 1.95534 1.26069 -0.13
O -5.87019 1.95160 0.44692 -0.12
H -4.53078 1.05515 1.86096 0.06
H -3.79273 2.09305 0.69059 0.07
H -4.79531 2.75029 2.00166 0.08
H -6.56494 2.40552 0.92793 0.09
C 0.55769 0.11108 -6.16135 -0.13
O 0.09081 -0.74456 -5.13664 -0.19
H -0.17601 0.89415 -6.33540 0.07
H 1.51934 0.54259 -5.87249 0.08
H 0.76066 -0.38429 -7.11725 0.08
H 0.71504 -1.49486 -5.02133 0.04
C -4.56810 2.45132 -2.48255 -0.14
O -5.70639 1.59333 -2.35007 -0.15
H -4.80388 3.47071 -2.15730 0.08
H -3.77444 2.10147 -1.81645 0.06
H -4.30140 2.51470 -3.53387 0.07
H -6.07022 1.75309 -1.46627 0.04
C 2.03379 -4.00320 -0.18616 -0.17
O 0.71248 -4.52026 -0.28547 -0.14
H 1.97416 -2.91080 -0.17257 0.07
H 2.59792 -4.40160 0.66136 0.09
H 2.55430 -4.33452 -1.08679 0.06
H 0.22974 -4.23135 0.51220 0.03

2.
20
Properties=species:S:1:pos:R:3:lowdin_spin:R:1 method="wB97M-V/def2-TZVPD" gap_ev="5.87 / 6.65" homo_ev="-4.98 / -9.48" multiplicity=3 fmax_ha_per_bohr=0.124 lumo_ha="0.0330 / -0.1040" e_tot_ha=-825.5963 s_squared=2.03
C -2.64551 0.70179 -0.23898 0.45
C -2.16988 -0.42306 -0.92732 0.28
C -1.85686 1.55766 0.47892 0.07
C -0.83735 -0.70085 -0.73989 0.08
C -0.47929 1.40897 0.45815 0.37
C 0.00197 0.22851 -0.04868 0.48
C 1.88884 -1.49917 -0.51507 0.00
C 1.39902 -0.09761 0.07821 0.07
N 1.74857 -0.13069 1.49449 0.04
Cl 2.27478 1.34054 -0.70083 0.12
H -3.76546 0.94001 -0.31112 0.02
H -2.93573 -0.92206 -1.43508 0.01
H -2.18483 2.42274 1.02941 -0.01
H -0.52043 -1.68723 -1.07136 0.00
H 0.14371 2.07176 0.85666 0.02
H 2.92405 -1.56646 -0.90305 0.00
H 1.67291 -2.30034 0.26584 0.00
H 1.33721 -1.75931 -1.46339 0.00
H 2.75365 0.03426 1.49701 0.00
H 1.25063 0.38054 2.19609 0.00

3.
10
Properties=species:S:1:pos:R:3:nbo_charge:R:1 method="wB97M-V/def2-TZVPD" gap_ev="4.87 / 8.91" homo_ev="-8.19 / -9.79" de_lowest_kj_mol=374.0 fmax_ha_per_bohr=0.043 lumo_ha="-0.1222 / -0.0324" e_tot_ha=-793.5922
C 2.54036 -0.70496 -0.27981 0.45
N -1.69751 -1.11998 -0.32483 -0.43
O 3.32753 0.14367 -0.34985 -0.37
O -1.38802 1.57584 1.23166 -0.91
O 0.57263 2.03811 -0.10237 -0.89
O -0.46922 -0.50291 -0.17603 -0.56
S -0.08493 1.11368 0.78619 1.75
H 1.40812 -0.77496 -0.39309 0.20
H -2.20875 -0.60205 -1.06765 0.37
H -2.00020 -1.16644 0.67579 0.38

4.
47
Properties=species:S:1:pos:R:3:nbo_charge:R:1 method="wB97M-V/def2-TZVPD" gap_ev=6.80 homo_ev=-11.14 fmax_ha_per_bohr=0.017 lumo_ha=-0.1595 e_tot_ha=-2063.2518 charge=+1
C -2.10036 2.69371 0.21528 -1.09
B -1.15740 2.96496 -0.96733 1.20
O -1.41218 3.59919 -2.11521 -0.91
N 0.38217 2.41096 -0.93835 -0.24
F 0.34794 1.28075 -1.74626 -0.19
C 0.91782 2.02756 0.41930 -0.26
C 0.45934 0.64966 0.88050 -0.42
C 0.79603 0.51619 2.37246 -0.41
C 0.86978 -0.95034 2.84946 -0.22
N -0.06094 -1.90316 2.27394 -0.81
S 1.52438 3.66452 -1.64489 2.15
O 2.83374 3.22557 -1.36699 -0.82
O 0.93527 4.81105 -1.05459 -0.84
C 1.35009 3.76528 -3.56844 0.49
F 2.59374 4.10860 -3.90277 -0.27
F 0.52575 4.78061 -3.77051 -0.26
C 0.91117 2.56710 -4.47457 0.55
F 0.96836 3.07429 -5.69748 -0.27
F -0.35499 2.24879 -4.21384 -0.30
C 1.81152 1.27306 -4.40911 0.93
F 2.40537 1.06583 -5.56659 -0.27
F 1.06265 0.22457 -4.10181 -0.29
F 2.73407 1.42722 -3.45490 -0.31
H -2.55722 1.70101 0.11920 0.29
H -2.91352 3.42065 0.15210 0.29
H -1.65299 2.76399 1.20673 0.27
H -2.05241 3.22604 -2.73352 0.55
H 0.60036 2.82639 1.09194 0.25
H 2.00453 2.05407 0.35456 0.26
H 0.98835 -0.12249 0.31983 0.23
H -0.60944 0.50606 0.71796 0.22
H 0.07784 1.07968 2.97452 0.21
H 1.78907 0.95419 2.52631 0.21
H 0.71596 -0.95600 3.93189 0.21
H 1.88037 -1.32864 2.68303 0.20
H 0.23062 -2.26173 1.37579 0.35
H -1.01393 -1.57172 2.21340 0.35
C -2.53973 -5.76485 1.94094 -0.72
C -1.48603 -5.63252 3.01713 0.59
O -1.30590 -4.59476 3.60758 -0.54
C -0.67315 -6.86993 3.31324 -0.72
H -3.06006 -4.81793 1.81767 0.23
H -2.07792 -6.05785 0.99623 0.23
H -3.25790 -6.54048 2.21151 0.23
H -0.14784 -7.20022 2.41523 0.23
H -1.32908 -7.68243 3.63028 0.23
H 0.04675 -6.65651 4.09917 0.24

5.
16
Properties=species:S:1:pos:R:3:nbo_charge:R:1 method="wB97M-V/def2-TZVPD" gap_ev=9.11 homo_ev=-8.17 de_lowest_kj_mol=600.5 fmax_ha_per_bohr=0.127 lumo_ha=0.0347 e_tot_ha=-346.5468
C 2.26862 -0.02947 0.12762 -0.39
C 0.84942 0.59837 0.42306 -0.27
C 0.04258 1.72716 -0.09304 -0.29
C -1.25404 1.24395 -0.15164 0.17
C -1.16562 -1.23257 0.19961 0.17
C 0.00570 -1.65980 -0.25551 -0.33
C 0.94940 -0.48492 -0.55735 -0.28
H 2.24037 -0.66351 1.32454 0.21
H 3.13183 0.40340 -0.36153 0.23
H 0.58979 -0.02594 1.37166 0.22
H 0.27144 2.75044 0.03528 0.23
H -2.13093 1.83086 -0.41627 0.20
H -1.98690 -1.95497 0.50631 0.19
H 0.40675 -2.70910 -0.27563 0.23
H 0.72330 0.02526 -1.42668 0.22
O -1.67774 -0.07909 0.13572 -0.50

6.
8
Properties=species:S:1:pos:R:3:lowdin_spin:R:1 method="wB97M-V/def2-TZVPD" gap_ev="6.61 / 9.79" homo_ev="-10.20 / -13.41" multiplicity=2 de_lowest_kj_mol=0.0 fmax_ha_per_bohr=0.045 lumo_ha="-0.1321 / -0.1333" e_tot_ha=-408.6563 charge=+1 s_squared=0.75
O -0.31259 0.86664 0.68824 0.18
Rb -0.25859 -2.37930 -0.00091 0.01
C -0.91733 1.78287 1.28151 0.54
O -0.57992 2.91936 1.58209 0.18
Li 1.03905 3.81216 0.83079 0.03
O 1.68456 0.17674 -0.97245 0.01
O 1.85050 2.41463 -0.42350 0.02
C 1.58534 1.30758 -0.69314 0.02